1.
107
Properties=species:S:1:pos:R:3 method="wB97M-V/def2-TZVPD" e_homo_ev=-8.99 e_tot_ha=-2486.28908 molar_mass_g_mol=738.9 homo_lumo_gap_ha=0.35595 max_force_ev_per_a=1.479
C -2.322 -4.412 -1.226
H -2.312 -3.354 -1.470
H -3.048 -4.908 -1.864
H -1.335 -4.827 -1.421
C -2.697 -4.625 0.239
C -2.734 -6.119 0.567
H -3.487 -6.614 -0.039
H -1.765 -6.568 0.366
H -2.971 -6.265 1.618
C -4.039 -3.976 0.572
H -4.245 -4.072 1.636
H -4.042 -2.922 0.307
H -4.827 -4.476 0.016
O -1.641 -4.116 1.097
C -1.366 -2.815 1.173
O -1.926 -1.911 0.593
N -0.369 -2.604 2.073
H 0.190 -3.400 2.337
C 0.211 -1.285 2.195
C 0.860 -0.887 0.913
N 1.282 -1.667 -0.026
N 1.773 -0.874 -1.002
C 1.617 0.348 -0.610
O 1.039 0.413 0.604
C 2.065 1.570 -1.342
N 3.234 1.239 -2.134
C 4.395 0.897 -1.514
O 4.622 1.131 -0.346
O 5.232 0.335 -2.384
C 6.552 -0.101 -1.967
C 7.383 1.096 -1.506
H 7.429 1.844 -2.294
H 8.391 0.771 -1.269
H 6.939 1.544 -0.622
C 6.435 -1.152 -0.864
H 5.766 -1.950 -1.181
H 7.414 -1.572 -0.654
H 6.039 -0.706 0.044
C 7.151 -0.716 -3.232
H 8.158 -1.070 -3.032
H 7.186 0.026 -4.026
H 6.539 -1.550 -3.565
H 3.068 0.811 -3.032
C 0.974 2.161 -2.249
H 1.479 2.823 -2.954
C 0.156 1.099 -2.995
C -1.099 0.726 -2.210
H -1.782 1.577 -2.191
H -0.841 0.498 -1.175
C -1.839 -0.482 -2.786
N -2.925 -0.880 -1.920
C -4.150 -0.331 -2.040
O -4.547 0.324 -2.973
O -4.917 -0.681 -0.973
C -6.230 -0.121 -0.936
C -6.194 1.257 -0.326
C -6.067 1.403 1.051
C -5.961 2.662 1.614
C -5.981 3.787 0.806
C -6.104 3.647 -0.566
C -6.207 2.388 -1.131
H -6.280 2.274 -2.203
H -6.115 4.522 -1.199
H -5.896 4.769 1.246
H -5.859 2.767 2.684
H -6.043 0.523 1.677
H -6.818 -0.810 -0.326
H -6.630 -0.080 -1.955
H -2.669 -1.221 -0.998
H -2.265 -0.241 -3.762
H -1.154 -1.328 -2.888
H 0.764 0.205 -3.155
H -0.140 1.481 -3.973
H 0.303 2.765 -1.639
H 2.364 2.311 -0.591
H -0.618 -0.582 2.352
C 1.154 -1.207 3.403
C 2.480 -1.959 3.257
H 2.310 -2.918 2.760
H 2.848 -2.173 4.263
C 3.595 -1.228 2.500
H 3.340 -1.125 1.446
H 4.483 -1.862 2.545
C 3.948 0.162 3.059
N 3.410 1.239 2.260
C 2.398 2.019 2.662
O 1.819 1.923 3.723
O 2.106 2.952 1.721
C 1.036 3.852 2.025
C -0.264 3.398 1.412
C -0.920 2.285 1.926
C -2.093 1.834 1.347
C -2.636 2.506 0.265
C -2.001 3.629 -0.236
C -0.813 4.066 0.326
H -0.314 4.938 -0.073
H -2.429 4.161 -1.073
H -3.551 2.156 -0.186
H -2.593 0.958 1.734
H -0.502 1.786 2.787
H 1.341 4.820 1.620
H 0.938 3.916 3.114
H 3.808 1.379 1.337
H 5.036 0.280 3.082
H 3.565 0.280 4.075
H 1.345 -0.159 3.631
H 0.602 -1.628 4.246

***

2.
100
Properties=species:S:1:pos:R:3 method="wB97M-V/def2-TZVPD" e_homo_ev="-10.76 / -11.86" e_tot_ha=-6184.11758 molar_mass_g_mol=973.8 s_squared=6.00 homo_lumo_gap_ha="0.31254 / 0.35274" total_charge=+1 multiplicity=5 max_force_ev_per_a=2.368
Ca 5.744 -6.916 -26.878
Cr 2.702 -2.483 -26.809
C 5.049 -3.570 -30.479
F 4.241 -2.920 -31.288
F 5.968 -4.300 -31.138
F 5.759 -2.699 -29.733
S 4.084 -4.647 -29.223
O 3.619 -3.635 -28.273
O 2.989 -5.241 -29.953
O 5.024 -5.582 -28.633
C 6.644 -3.092 -24.020
F 6.500 -4.102 -23.159
F 6.144 -1.985 -23.501
F 7.942 -2.929 -24.249
S 5.790 -3.579 -25.637
O 5.823 -5.035 -25.676
O 4.412 -3.161 -25.538
O 6.498 -2.939 -26.742
C 0.598 -6.476 -26.654
F -0.410 -5.652 -26.320
F 0.335 -7.698 -26.239
F 0.734 -6.438 -27.971
S 2.141 -5.817 -25.816
O 3.263 -6.547 -26.419
O 2.163 -4.370 -26.015
O 1.967 -6.193 -24.417
C 9.111 -0.489 -26.574
O 9.892 0.651 -26.231
H 8.488 -0.791 -25.729
H 8.516 -0.139 -27.422
H 9.620 -1.378 -26.966
H 10.251 0.458 -25.358
C 6.860 -9.187 -24.716
C 6.189 -8.034 -24.012
O 5.039 -7.535 -24.661
O 7.103 -8.685 -26.059
H 6.181 -10.041 -24.748
H 7.781 -9.465 -24.207
H 6.941 -7.246 -23.856
H 6.003 -8.269 -22.958
H 4.597 -6.881 -24.083
H 7.590 -9.411 -26.474
C 11.305 -3.986 -22.717
C 10.099 -3.966 -21.813
O 10.518 -4.253 -20.475
O 12.169 -2.875 -22.394
H 10.932 -3.791 -23.729
H 11.848 -4.926 -22.648
H 9.432 -4.722 -22.239
H 9.527 -3.039 -21.815
H 11.143 -3.543 -20.282
H 12.988 -3.259 -22.068
C 4.540 -4.395 -20.970
C 3.645 -4.701 -22.180
O 3.868 -6.050 -22.573
O 3.944 -4.633 -19.690
H 4.747 -3.316 -21.042
H 5.519 -4.863 -21.027
H 3.839 -3.956 -22.962
H 2.571 -4.598 -21.985
H 3.110 -6.299 -23.146
H 3.127 -4.126 -19.765
C 3.653 0.076 -28.144
C 2.739 -0.487 -29.200
O 1.838 -1.473 -28.612
O 4.251 -0.995 -27.421
H 3.051 0.733 -27.502
H 4.403 0.755 -28.554
H 3.352 -0.957 -29.974
H 2.249 0.298 -29.779
H 1.353 -1.836 -29.363
H 5.118 -0.714 -27.107
C -0.021 -1.438 -25.513
C 1.070 -0.399 -25.529
O 2.314 -1.142 -25.230
O 0.219 -2.402 -26.563
H -0.952 -0.920 -25.764
H -0.110 -1.981 -24.571
H 1.011 0.383 -24.777
H 1.162 0.070 -26.508
H 2.807 -0.552 -24.620
H -0.668 -2.587 -26.882
C 9.484 -6.391 -26.483
C 9.196 -5.182 -27.355
O 7.812 -5.274 -27.774
H 9.545 -7.295 -27.090
H 8.896 -6.484 -25.575
H 10.510 -6.165 -26.158
H 9.802 -5.120 -28.257
H 9.348 -4.328 -26.689
H 7.539 -4.390 -28.060
C 3.279 -0.605 -21.926
C 2.775 0.780 -22.361
O 3.171 0.981 -23.729
H 4.357 -0.582 -22.085
H 2.690 -1.382 -22.407
H 3.188 -0.709 -20.841
H 3.238 1.523 -21.714
H 1.689 0.737 -22.259
H 3.738 1.751 -23.806

***

3.
19
Properties=species:S:1:pos:R:3 method="wB97M-V/def2-TZVPD" e_homo_ev=-14.30 e_tot_ha=-306.59956 molar_mass_g_mol=93.1 relative_energy_ev=0.983 homo_lumo_gap_ha=0.41570 total_charge=+1 max_force_ev_per_a=1.859
C 0.514 -0.678 0.414
N 1.101 -1.455 -0.673
C 0.488 0.799 -0.008
N 0.131 0.882 -1.501
C -0.939 1.866 -1.817
H 0.949 -0.654 1.407
H -0.490 -0.920 0.667
H 2.110 -1.384 -0.568
H 0.901 -2.436 -0.513
H 1.391 1.393 0.070
H -0.351 1.297 0.474
H 0.961 1.112 -2.041
H -0.157 -0.082 -1.704
H -1.162 1.788 -2.878
H -0.658 2.860 -1.489
H -1.854 1.567 -1.307
H -1.147 -1.856 3.824
H -1.893 -0.777 3.161
O -1.024 -1.204 3.128

***

4.
12
Properties=species:S:1:pos:R:3 method="wB97M-V/def2-TZVPD" e_homo_ev="-4.99 / -9.87" e_tot_ha=-913.94525 molar_mass_g_mol=122.2 s_squared=2.00 homo_lumo_gap_ha="0.19534 / 0.23805" multiplicity=3 max_force_ev_per_a=5.220
C -0.142 -1.010 0.296
N 0.805 -1.844 -0.041
N 0.164 0.299 -0.034
O -1.226 -1.354 0.773
Si -1.219 1.421 0.116
S 1.713 0.943 0.161
H 1.670 -1.375 -0.451
H 0.670 -2.888 0.070
H -0.913 2.353 -0.829
H -2.375 0.692 -0.335
H -1.397 1.851 1.443
H 2.249 0.912 -1.169

***

5.
82
Properties=species:S:1:pos:R:3 method="wB97M-V/def2-TZVPD" e_homo_ev="-10.87 / -10.84" e_tot_ha=-5089.13191 molar_mass_g_mol=854.3 relative_energy_ev=2.634 homo_lumo_gap_ha="0.24734 / 0.24794" total_charge=+1 max_force_ev_per_a=2.252
W -0.155 -0.133 0.143
C -1.731 -1.561 -0.402
C -0.676 -2.348 -0.942
C -0.203 -1.627 -2.124
C -0.909 -0.418 -2.150
C -1.940 -0.365 -1.155
C -3.274 0.362 -1.261
C -4.289 -0.685 -1.763
C -3.221 1.450 -2.345
C -3.764 0.883 0.100
C 0.661 -2.028 -3.332
C 2.167 -2.092 -3.111
C 0.144 -3.366 -3.884
C 0.443 -0.997 -4.453
C -0.537 -3.789 -0.418
C 0.800 -4.497 -0.628
C -0.826 -3.833 1.092
C -1.664 -4.597 -1.101
H -2.389 -1.867 0.398
H -0.763 0.361 -2.882
H -3.965 -1.133 -2.704
H -5.260 -0.215 -1.935
H -4.431 -1.479 -1.030
H -3.173 0.997 -3.337
H -2.371 2.125 -2.273
H -4.128 2.053 -2.311
H -4.337 0.122 0.630
H -4.424 1.742 -0.028
H -2.959 1.182 0.779
H 2.477 -2.737 -2.295
H 2.554 -1.097 -2.921
H 2.629 -2.461 -4.029
H 0.341 -4.207 -3.232
H 0.652 -3.561 -4.829
H -0.929 -3.329 -4.085
H 0.844 -0.017 -4.191
H -0.609 -0.890 -4.718
H 0.974 -1.336 -5.342
H 1.520 -4.203 0.125
H 1.250 -4.324 -1.596
H 0.644 -5.572 -0.525
H -0.221 -3.117 1.649
H -0.583 -4.830 1.461
H -1.875 -3.654 1.327
H -1.483 -4.780 -2.155
H -2.626 -4.092 -1.002
H -1.744 -5.564 -0.602
O -0.603 -1.508 4.181
P -0.587 -0.101 3.478
O -1.620 0.862 3.836
O -0.566 -0.550 1.956
O 0.887 0.440 3.776
P 1.625 1.633 3.000
O 0.445 2.628 2.632
O 2.780 2.186 3.675
O 1.858 0.847 1.643
H -0.894 -1.489 5.106
H -0.094 2.921 3.385
Br 6.430 -3.803 0.544
C 4.993 -2.625 0.241
C 5.134 -1.594 -0.683
C 4.070 -0.745 -0.909
C 2.856 -0.912 -0.237
C 2.749 -1.912 0.706
C 3.815 -2.778 0.942
N 1.816 0.063 -0.478
C 2.212 1.219 0.216
C 1.335 2.370 -0.132
C 1.724 3.688 -0.225
C 0.730 4.640 -0.407
C -0.600 4.252 -0.444
C -0.911 2.908 -0.330
N 0.053 1.986 -0.217
H 6.063 -1.465 -1.222
H 4.167 0.050 -1.638
H 1.848 -2.031 1.297
H 3.721 -3.561 1.683
H 3.277 1.444 0.223
H 2.765 3.959 -0.128
H 0.992 5.686 -0.488
H -1.399 4.971 -0.547
H -1.927 2.555 -0.311

***

6.
16
Properties=species:S:1:pos:R:3 method="wB97M-V/def2-TZVPD" e_homo_ev=-9.05 e_tot_ha=-594.63836 molar_mass_g_mol=102.2 relative_energy_ev=1.543 homo_lumo_gap_ha=0.37087 max_force_ev_per_a=3.848
C -0.993 1.924 -0.951
C -0.957 1.034 0.191
C -0.034 -0.177 0.098
C 1.424 0.066 -0.233
C 1.780 -0.074 -1.481
H -1.885 2.569 -0.953
H -1.084 1.290 -1.887
H -0.053 2.464 -1.059
H -1.946 0.603 0.451
H -0.727 1.693 1.101
H -0.332 -0.717 -0.769
H -0.048 -0.850 2.286
H 2.203 0.140 0.495
H 1.202 -0.262 -2.391
H 2.769 0.170 -1.798
S -0.463 -1.483 1.174

***

7.
19
Properties=species:S:1:pos:R:3 method="wB97M-V/def2-TZVPD" e_homo_ev=-8.93 e_tot_ha=-402.26083 molar_mass_g_mol=117.1 relative_energy_ev=3.192 homo_lumo_gap_ha=0.35917 max_force_ev_per_a=0.918
C 0.047 -1.885 2.296
C 0.098 1.168 -1.569
C -1.199 0.826 -0.865
C 1.172 1.883 -0.845
C 0.028 -2.866 1.412
N 0.420 2.537 -1.894
O -1.133 -0.398 -0.173
O 0.872 -0.815 2.277
H 1.376 -0.814 1.450
H -0.262 3.208 -1.555
H -0.604 -1.862 3.157
H 0.390 0.460 -2.340
H -2.024 0.818 -1.595
H -1.421 1.576 -0.101
H 2.204 1.678 -1.094
H 1.003 2.156 0.190
H -0.656 -3.686 1.503
H -1.008 -1.115 -0.805
H 0.695 -2.869 0.551

***

8.
128
Properties=species:S:1:pos:R:3 method="wB97M-V/def2-TZVPD" e_homo_ev=-9.51 e_tot_ha=-10866.26909 molar_mass_g_mol=1383.5 relative_energy_ev=1.325 homo_lumo_gap_ha=0.23339 total_charge=+1 max_force_ev_per_a=0.953
Pb -0.971 -0.102 0.750
Br -7.195 -5.165 0.007
C -6.958 -4.325 1.689
C -7.951 -3.499 2.179
C -7.772 -2.884 3.413
C -6.597 -3.059 4.126
C -5.622 -3.925 3.637
C -5.804 -4.568 2.419
N -6.528 -2.466 5.449
N -5.497 -1.911 5.889
C -4.359 -1.595 5.053
C -3.133 -1.920 5.563
C -1.945 -1.750 4.829
C -1.951 -1.207 3.560
O -0.848 -1.082 2.835
C -3.226 -0.769 3.056
N -3.228 -0.174 1.831
C -4.340 0.312 1.338
C -5.549 0.290 2.053
C -5.577 -0.311 3.277
C -4.415 -0.928 3.800
H -8.865 -3.349 1.617
H -8.552 -2.255 3.833
H -4.732 -4.120 4.224
H -5.059 -5.262 2.049
H -3.103 -2.369 6.551
H -0.990 -2.053 5.247
H -4.284 0.768 0.350
H -6.429 0.766 1.641
H -6.483 -0.289 3.869
O 0.548 -3.121 1.867
H 1.201 -2.441 1.584
H -0.027 -2.586 2.452
O 0.903 0.737 -1.408
H 0.865 1.703 -1.322
H 1.604 0.486 -0.778
O -0.872 -2.931 -0.275
H -1.613 -3.545 -0.171
H -0.256 -3.083 0.517
Br -0.904 2.520 1.062
C -0.829 1.371 -3.643
Si -0.043 -0.291 -3.906
C -0.823 -1.036 -5.441
C 1.793 -0.247 -4.171
Ge -0.690 -2.148 -2.552
Si -3.091 -2.263 -2.480
C -3.712 -0.529 -2.745
C -3.578 -3.353 -3.907
C -3.803 -2.944 -0.908
Si 0.636 -4.130 -2.652
C -0.247 -5.557 -1.876
C 0.871 -4.458 -4.468
C 2.245 -3.731 -1.826
H -0.089 2.156 -3.852
H -1.204 1.522 -2.624
H -1.671 1.501 -4.333
H -0.536 -0.431 -6.314
H -1.920 -1.040 -5.380
H -0.490 -2.069 -5.631
H 2.081 0.710 -4.629
H 2.103 -1.056 -4.848
H 2.339 -0.350 -3.228
H -3.518 -0.195 -3.773
H -3.224 0.188 -2.070
H -4.795 -0.480 -2.571
H -3.174 -2.980 -4.858
H -4.672 -3.390 -3.997
H -3.214 -4.378 -3.765
H -3.502 -2.372 -0.020
H -3.539 -4.003 -0.756
H -4.897 -2.898 -0.985
H -1.320 -5.531 -2.104
H -0.122 -5.561 -0.788
H 0.157 -6.496 -2.272
H -0.093 -4.614 -4.970
H 1.475 -5.364 -4.615
H 1.385 -3.624 -4.965
H 2.083 -3.201 -0.877
H 2.851 -3.089 -2.476
H 2.808 -4.649 -1.618
C 3.862 -0.969 1.978
C 2.771 -0.339 1.127
O 1.741 -1.020 0.858
N 2.801 0.892 0.618
Te 4.415 2.012 0.675
C 3.795 2.998 -1.077
C 4.454 2.604 -2.256
C 5.465 1.472 -2.313
C 4.135 3.273 -3.433
C 3.198 4.299 -3.462
C 2.897 5.044 -4.740
C 2.526 4.617 -2.288
C 2.793 3.983 -1.079
C 1.963 4.355 0.134
C 4.211 3.501 2.167
C 5.241 4.467 2.108
C 6.273 4.529 0.996
C 5.302 5.417 3.116
C 4.396 5.429 4.171
C 4.486 6.471 5.259
C 3.397 4.467 4.189
C 3.275 3.486 3.206
C 2.117 2.515 3.326
H 3.556 -1.948 2.335
H 4.090 -0.339 2.843
H 4.777 -1.083 1.393
H 5.076 0.564 -1.847
H 6.401 1.733 -1.816
H 5.702 1.226 -3.347
H 4.637 2.983 -4.352
H 3.537 4.711 -5.557
H 3.048 6.116 -4.604
H 1.855 4.900 -5.040
H 1.756 5.386 -2.307
H 2.454 5.122 0.740
H 1.765 3.491 0.768
H 0.995 4.748 -0.182
H 5.810 4.591 0.008
H 6.939 3.659 1.008
H 6.902 5.409 1.110
H 6.088 6.169 3.079
H 5.489 6.889 5.328
H 4.218 6.050 6.228
H 3.795 7.295 5.058
H 2.669 4.469 5.000
H 2.135 2.018 4.300
H 2.104 1.759 2.549
H 1.170 3.055 3.259